Formula: C16H22O6
Source: OMol25
Level of theory: the ωB97M-V functional and the def2-TZVPD basis

Atoms and positions in Å:
O  0.54012  -4.44642  -1.47488
O  -1.31071  1.46921  -0.98383
O  -1.21884  -0.48729  -2.06101
O  -1.28425  -5.70083  -1.72229
O  0.13443  -6.12070  -0.02195
O  0.53738  0.89268  -2.03720
C  2.52020  2.16997  -0.09555
C  -0.01420  -4.08891  -2.74479
C  -1.93555  0.94377  0.21937
C  2.94033  3.15790  2.05832
C  -0.17274  -5.48795  -0.97683
C  -1.37250  2.51283  2.12653
C  1.81623  -0.28246  -0.28541
C  -0.71113  0.52516  -1.70200
C  2.63568  1.94192  2.67049
C  1.53809  -0.08365  -1.76104
C  -2.42782  2.08302  1.08629
C  2.25804  0.85330  1.89203
C  -1.43196  -4.60621  -2.63380
C  -3.68160  1.54992  1.82219
C  2.19970  0.95060  0.50197
C  2.87774  3.27334  0.67643
H  3.22197  4.00241  2.66998
H  2.67617  -0.95318  -0.24455
H  -2.77588  0.32474  -0.08162
H  2.44045  0.27085  -2.24823
H  2.69625  1.85583  3.74430
H  -1.21245  0.33387  0.75509
H  -3.91158  2.12950  2.70469
H  -0.65029  1.72483  2.31832
H  1.29805  -1.04786  -2.20398
H  -1.85534  2.73994  3.07305
H  2.48819  2.28041  -1.16608
H  0.03338  -3.01250  -2.89263
H  -1.84074  -4.95070  -3.57986
H  2.00594  -0.07165  2.39330
H  -2.71924  2.94072  0.48934
H  -4.51692  1.53693  1.12431
H  3.09883  4.21509  0.19955
H  0.55616  -4.58822  -3.53047
H  -3.50448  0.50808  2.08348
H  -0.85518  3.41923  1.82855
H  -2.10882  -3.87073  -2.19636
H  0.99893  -0.80681  0.20679

For the energy above the lowest of the compared OMol25 structures with the same formula, charge and spin, the calculation gives 72.78 kJ/mol. As for the SMILES: CC(C)COC(=O)OCCc1ccccc1.O=C1OCCO1. The value obtained for the gap between HOMO and LUMO is 9.9538 eV. Its net charge is 0. The value obtained for the highest occupied orbital energy is -9.275 eV.

Here are the natural (NBO) charges for atoms 1 to 8, given in e:
1. O -0.495
2. O -0.520
3. O -0.614
4. O -0.490
5. O -0.569
6. O -0.522
7. C -0.234
8. C -0.103


Formula: C16H23AlBeBr4ClF7N4O5PS
Source: OMol25
Level of theory: the ωB97M-V functional and the def2-TZVPD basis

Atoms and positions in Å:
Br  3.79434  5.36561  -3.47619
Br  4.75941  3.63737  0.50877
Br  1.98300  1.24449  0.06482
Br  1.05898  2.94017  -3.86034
Cl  -0.10480  0.85677  -3.82508
S  4.91428  -2.60508  -2.84437
P  -2.95063  5.80642  5.53805
Al  -6.69432  -7.77483  -3.21992
F  -4.16412  6.21277  6.50681
F  -2.37706  5.52607  7.01152
F  -3.46486  6.96987  4.55692
F  -2.04590  4.56547  5.05664
F  -3.99817  4.84007  4.78661
F  -2.74094  -3.33610  4.80296
F  -1.65143  6.72055  5.30163
O  4.82686  -3.06016  1.27433
O  -1.13483  3.55365  1.79824
O  -1.42270  -3.01551  3.12599
O  0.18620  -1.45127  2.33937
O  -1.77333  1.56930  1.19029
N  4.44704  -1.62258  -1.50758
N  -2.89028  -6.13767  -3.75959
N  -1.73922  2.51164  1.97428
N  3.51876  -3.48099  -3.33402
C  -2.49564  2.37797  3.24590
C  2.13355  5.52498  -4.48006
C  0.69644  -1.88147  -0.13009
C  -0.21421  -2.69385  2.92212
C  0.98625  4.89573  -3.72929
C  -0.29805  -1.30935  0.98465
C  2.18852  -1.41992  -0.24034
C  -4.27742  -8.24361  -4.45843
C  3.11147  3.81339  -0.51522
C  0.13119  -2.92185  -1.15498
C  1.94442  3.19041  0.20754
C  0.99783  -3.67447  3.35744
C  -3.50077  -7.06516  -4.06718
C  2.47864  -3.07603  -2.39701
C  0.97978  -3.54560  -2.32004
C  3.05754  -2.03376  -1.37836
Be  -0.24868  -6.02568  -3.69333
H  1.96947  6.59801  -4.59739
H  1.14233  -4.38901  2.47482
H  -3.94254  -9.14204  -3.93157
H  4.71938  -2.33769  0.66071
H  1.00154  3.48894  -0.25474
H  2.30874  5.08003  -5.46009
H  -5.35177  -8.11135  -4.23172
H  -1.78256  2.46958  4.06352
H  -0.45820  -0.17667  0.81799
H  -1.29073  -1.88384  0.84685
H  1.98057  -3.07925  3.45406
H  2.54532  -0.63060  0.51624
H  1.91336  3.43121  1.27012
H  2.96119  4.88819  -0.62784
H  3.29717  3.37259  -1.49403
H  -0.95633  -3.29599  -1.10830
H  0.53329  -4.29762  -3.08272
H  -3.23410  3.17877  3.27509
H  0.03064  5.17906  -4.17442
H  -2.98160  1.40377  3.26483
H  -4.19496  -8.44593  -5.52975
H  0.97335  5.14353  -2.66763
H  0.80932  -4.19142  4.35249

The value obtained for the gap between HOMO and LUMO is 1.3387 eV. Its net charge is +1. The value obtained for the highest occupied orbital energy is -9.901 eV.

Here are the Löwdin charges for atoms 1 to 8, given in e:
1. Br 0.730
2. Br 0.655
3. Br 0.887
4. Br 0.772
5. Cl 0.052
6. S 0.991
7. P 0.184
8. Al 1.200


Formula: C16H23AuBrIN2O2P2
Source: OMol25
Level of theory: the ωB97M-V functional and the def2-TZVPD basis

Atoms and positions in Å:
Au  -0.34606  0.00060  0.36750
I  -5.46988  -2.65454  -1.73562
Br  3.48241  -2.46382  1.05772
P  0.05833  0.35497  2.72718
P  0.32859  2.68685  0.21596
O  1.64876  -0.36934  0.00954
O  2.23326  1.73308  0.42611
N  -3.43932  0.13487  0.66009
N  -2.35949  -0.39568  0.04873
C  2.52695  0.54096  0.13044
C  3.94016  0.18327  -0.05766
C  0.37535  3.07273  2.00315
C  5.80980  -1.33543  0.00174
C  4.46976  -1.07528  0.23888
C  1.73095  0.08642  3.31906
C  1.27546  3.97435  -0.62248
C  4.78682  1.17105  -0.57407
C  6.62528  -0.35430  -0.54351
C  -1.37655  3.13255  -0.32966
C  -4.57261  -0.44185  0.22830
C  -1.05022  -0.62714  3.74764
C  -2.83218  -1.33704  -0.77401
C  6.11669  0.90559  -0.83034
C  -4.22419  -1.40154  -0.69914
C  -0.38320  2.11280  2.92357
H  -0.99849  -0.27399  4.78075
H  1.42834  3.13226  2.27926
H  -0.04367  4.07619  2.11847
H  6.75343  1.67266  -1.24642
H  7.66555  -0.57865  -0.73391
H  -2.16291  -1.92258  -1.38188
H  -3.34763  0.89186  1.31706
H  2.23680  4.12105  -0.13742
H  -0.21474  2.38950  3.97006
H  2.42453  0.79064  2.86371
H  -2.07678  -0.55772  3.39190
H  6.21355  -2.30658  0.24778
H  0.69671  4.89933  -0.60584
H  -1.46261  2.18632  2.75822
H  -0.73709  -1.67098  3.71567
H  1.44184  3.69158  -1.66225
H  2.05092  -0.93060  3.08876
H  -5.53542  -0.13129  0.59775
H  4.37699  2.14789  -0.78996
H  -2.13678  2.41804  -0.02914
H  -1.37645  3.18477  -1.41900
H  -1.61894  4.12124  0.06803
H  1.72168  0.22963  4.40338

As for the spin multiplicity: 3. The value obtained for the gap between HOMO and LUMO (alpha / beta) is 8.8515 / 5.4288 eV. Its net charge is +2. The value obtained for the highest occupied orbital energy (alpha / beta) is -14.116 / -14.114 eV.

Here are the natural (NBO) charges for atoms 1 to 8, given in e:
1. Au 0.967
2. I 0.317
3. Br 0.100
4. P 1.106
5. P 1.269
6. O -0.694
7. O -0.685
8. N -0.322


Formula: C16H23B4F16N3ORbTl
Source: OMol25
Level of theory: the ωB97M-V functional and the def2-TZVPD basis

Atoms and positions in Å:
Tl  1.82111  2.22740  -3.78571
Rb  -5.35119  1.96924  3.78970
F  0.75055  0.53785  1.18859
F  6.04846  -2.79972  -5.38885
F  -2.87939  5.47536  -3.74409
F  -2.23508  -0.51694  -5.43689
F  -1.63878  -1.27056  -7.43101
F  -2.37008  -2.74521  -5.84628
F  -3.69554  6.71382  -5.34301
F  -0.40025  -1.91162  -5.74928
F  7.55727  -2.04388  -3.93698
F  -2.09606  5.28652  -5.89264
F  -1.04264  -0.61144  1.90745
F  -1.29982  0.85375  0.21672
F  6.42460  -0.68976  -5.16141
F  5.30271  -1.85981  -3.55475
F  -1.61531  7.00383  -4.70092
F  -0.07790  -0.86565  -0.14868
O  6.92066  3.03491  -0.06163
N  -2.24105  -8.94481  -0.95073
N  -1.02585  4.38732  6.43235
N  -6.91003  -0.92624  -1.20511
C  -2.63229  3.69481  7.90564
C  -7.21389  -1.83548  -0.28078
C  8.16149  3.43498  -0.61466
C  -1.84274  -9.73580  0.05112
C  -2.09928  4.73213  7.18042
C  7.09333  2.86805  1.35058
C  -0.87366  3.06833  6.56677
C  -7.94134  0.03787  -1.23005
C  9.25703  2.88994  0.35460
C  8.56218  3.21727  1.67964
C  -1.15796  -8.95055  0.93026
C  -1.15167  -7.62306  0.53757
C  -8.44275  -1.45575  0.26041
C  -1.84473  2.59047  7.53616
C  -8.91662  -0.34499  -0.37863
C  -1.79815  -7.69216  -0.71761
B  -0.44134  -0.02860  0.82325
B  -1.67640  -1.60467  -6.05343
B  -2.57754  6.06432  -4.92422
B  6.33667  -1.87213  -4.47415
H  -2.40974  5.76507  7.23553
H  9.38676  1.83774  0.10132
H  -0.48996  4.98776  5.82212
H  8.18583  3.19938  -1.67861
H  -9.85578  0.15582  -0.19539
H  -7.72098  0.85841  -1.89680
H  -3.46535  3.70863  8.59282
H  10.15632  3.49331  0.23076
H  8.69585  4.27634  1.90013
H  -0.79591  -6.72139  1.01382
H  -1.87816  1.53924  7.78154
H  -0.62194  -9.28139  1.80755
H  9.03438  2.72375  2.52909
H  6.93853  1.85104  1.71090
H  -9.01583  -2.04055  0.96467
H  -1.98821  -10.80591  0.06114
H  -6.46256  -2.58240  -0.07096
H  -2.66014  -9.29536  -1.80018
H  -2.21713  -6.92849  -1.35610
H  6.47998  3.55022  1.93926
H  8.22747  4.52279  -0.63523
H  -0.17049  2.43601  6.04513
H  -6.09970  -1.00936  -1.80225

The value obtained for the gap between HOMO and LUMO is 1.0977 eV. Its net charge is 0. The value obtained for the highest occupied orbital energy is -9.362 eV.

Here are the natural (NBO) charges for atoms 1 to 8, given in e:
1. Tl 0.997
2. Rb 0.998
3. F -0.572
4. F -0.476
5. F -0.547
6. F -0.524
7. F -0.469
8. F -0.524


Formula: C16H23BN6O2ReS2
Source: OMol25
Level of theory: the ωB97M-V functional and the def2-TZVPD basis

Atoms and positions in Å:
Re  -0.55112  -0.27563  -0.32907
S  0.72563  -0.14878  -2.25130
S  0.71232  -0.06862  1.63055
O  -0.62974  -4.14275  0.77755
O  -0.37294  -2.20572  -0.34998
N  1.38783  -2.44305  2.81329
N  1.38995  -2.55949  -3.32648
N  -2.19616  -1.02635  0.96925
N  2.55842  -2.03936  1.01585
N  -1.80395  -2.30492  1.41710
N  2.56084  -2.10047  -1.54334
C  -2.43204  2.30149  1.41452
C  1.57356  -1.58506  1.78934
C  2.29474  -3.46369  2.68741
C  -0.68094  2.14905  -0.23056
C  -1.62361  1.68886  -1.17509
C  3.01484  -3.20742  1.57002
C  -0.12238  3.09063  2.04811
C  2.99184  -3.31212  -2.03918
C  -1.08638  2.47686  1.07940
C  0.45647  -2.31835  3.93945
C  1.59624  -1.67042  -2.34586
C  -0.88207  -2.99210  0.63102
C  -3.36368  1.84316  0.48516
C  2.27183  -3.60179  -3.14556
C  -2.97190  1.52836  -0.80870
C  0.44819  -2.44118  -4.44650
B  3.18214  -1.37013  -0.28342
H  0.31970  2.41775  -0.55386
H  2.31314  -4.43609  -3.82339
H  -0.51349  -2.09536  -4.07916
H  3.79885  -3.85729  -1.58291
H  0.32923  -3.42710  -4.88440
H  -3.69733  1.21538  -1.54879
H  3.83332  -3.75677  1.13938
H  0.91215  2.93715  1.74728
H  2.35096  -4.26851  3.39929
H  -0.26460  2.69818  3.05516
H  -0.30105  4.16813  2.09223
H  -2.31163  -0.40965  1.77246
H  -0.34049  -1.63561  3.66557
H  -2.50178  -2.86124  1.89383
H  -4.40758  1.76871  0.76531
H  -1.35086  1.63385  -2.22326
H  4.36449  -1.57235  -0.27243
H  0.03855  -3.29902  4.14882
H  0.83665  -1.75177  -5.19191
H  -3.08365  -1.06585  0.46460
H  -2.76318  2.57924  2.40912
H  0.98266  -1.94110  4.81275
H  2.87292  -0.21430  -0.30995

As for the spin multiplicity: 4. For the energy above the lowest of the compared OMol25 structures with the same formula, charge and spin, the calculation gives 0.00 kJ/mol. The value obtained for the gap between HOMO and LUMO (alpha / beta) is 6.6207 / 6.3784 eV. Its net charge is +2. The value obtained for the highest occupied orbital energy (alpha / beta) is -14.537 / -14.736 eV.

Here are the natural (NBO) charges for atoms 1 to 8, given in e:
1. Re 1.203
2. S 0.036
3. S 0.058
4. O -0.527
5. O -0.713
6. N -0.303
7. N -0.302
8. N -0.636


Formula: C16H23BN6Pt
Source: OMol25
Level of theory: the ωB97M-V functional and the def2-TZVPD basis

Atoms and positions in Å:
Pt  -0.11601  -0.18515  -0.34906
N  -0.76630  -1.16452  -1.98149
N  1.81748  -0.01073  -2.74261
N  -0.34976  -1.03502  -3.29737
N  -0.09847  1.39083  -3.14793
N  1.64918  -0.09599  -1.37749
N  -0.48600  1.44837  -1.83786
C  1.47396  0.73424  4.68429
C  -0.43820  2.54347  -3.76798
C  -1.03688  2.65675  -1.62748
C  0.32315  0.38625  2.62984
C  0.17723  0.17706  4.09395
C  0.02563  -1.30013  4.49915
C  -2.27910  -1.37531  1.10269
C  -1.86253  -2.65368  -3.22404
C  -1.69615  -2.14399  -1.93807
C  3.82749  0.01214  -1.81375
C  0.21854  0.21618  1.41219
C  -1.02986  0.96933  4.60991
C  2.87459  -0.03045  -0.79612
C  -1.04334  3.36983  -2.83308
C  3.13698  0.02261  -3.01197
C  -1.00729  -1.94468  -4.05326
B  0.60730  0.12503  -3.68812
H  -0.23327  2.66363  -4.82942
H  -2.54195  -3.45696  -3.47836
H  4.89753  0.01077  -1.71496
H  0.87648  -1.89121  4.14217
H  0.90732  0.17492  -4.84853
H  -0.88694  -1.75235  4.09093
H  -1.96565  0.57009  4.19794
H  -2.60634  -2.41686  1.00195
H  -0.01433  -1.36057  5.59500
H  -1.40407  2.95524  -0.65791
H  -2.13489  -1.18234  2.17769
H  3.46970  0.01616  -4.03984
H  1.59733  1.76560  4.34213
H  1.47830  0.70081  5.77891
H  -3.03683  -0.68339  0.70039
H  -1.27996  -1.25703  0.53890
H  -0.95231  2.01669  4.30089
H  2.99730  -0.04404  0.27219
H  -2.12509  -2.36308  -0.97381
H  2.30999  0.14455  4.29265
H  -1.07093  0.91234  5.70471
H  -1.44010  4.34690  -3.02999
H  -0.76297  -1.98233  -5.10798

As for the spin multiplicity: 5. For the energy above the lowest of the compared OMol25 structures with the same formula, charge and spin, the calculation gives 73.32 kJ/mol. The value obtained for the gap between HOMO and LUMO (alpha / beta) is 6.6326 / 4.3014 eV. Its net charge is +4. The value obtained for the highest occupied orbital energy (alpha / beta) is -22.055 / -21.947 eV.

Here are the natural (NBO) charges for atoms 1 to 8, given in e:
1. Pt 1.223
2. N -0.259
3. N -0.337
4. N -0.265
5. N -0.271
6. N -0.310
7. N -0.239
8. C -0.546